12
Properties=species:S:1:pos:R:3 method="wB97M-V/def2-TZVPD" charge=+1 e_above_lowest_ev=1.887 smiles="CC1=[NH+]CN1" max_force_ha_per_bohr=0.1522
C 0.248 -0.145 0.124
C -1.363 0.590 -1.045
C 1.290 -0.772 1.016
N -0.936 -0.551 -0.232
N 0.244 1.040 -0.448
H -1.286 0.516 -2.036
H -2.021 1.233 -0.647
H 2.173 -0.605 0.471
H 1.245 -1.792 1.257
H 1.040 -0.290 1.956
H -1.554 -1.060 0.274
H 0.922 1.837 -0.689